w) Entry from the Open Molecules 2025 dataset: C40H34N6O6S4Ta as an isolated structure (the ωB97M-V functional and the def2-TZVPD basis).

CARTESIAN COORDINATES (ANGSTROEM)
Ta -0.71 0.94 0.46
S -5.58 -0.98 -4.39
C -6.81 -1.95 -3.73
C -6.77 -1.96 -2.36
C -5.72 -1.17 -1.85
C -4.98 -0.57 -2.83
C -3.84 0.33 -2.67
C -3.05 0.24 -1.52
N -2.00 1.05 -1.29
C -1.67 1.99 -2.22
C -2.37 2.11 -3.42
C -1.97 3.12 -4.36
C -0.96 3.97 -4.07
C -0.27 3.89 -2.81
C 0.76 4.76 -2.45
C 1.37 4.67 -1.21
C 0.93 3.63 -0.36
N -0.02 2.76 -0.69
C -0.63 2.90 -1.90
C 2.42 5.58 -0.76
C 3.08 5.59 0.45
C 4.03 6.62 0.54
C 4.09 7.38 -0.59
S 2.99 6.85 -1.78
C -3.47 1.27 -3.63
H -7.49 -2.47 -4.38
H -7.47 -2.52 -1.76
H -5.54 -1.03 -0.79
H -3.22 -0.57 -0.83
H -2.50 3.20 -5.30
H -0.66 4.73 -4.77
H 1.07 5.53 -3.15
H 1.34 3.56 0.63
H 2.89 4.89 1.26
H 4.65 6.81 1.41
H 4.72 8.23 -0.79
H -4.04 1.36 -4.55
C -5.78 -1.11 2.70
N -4.69 -0.15 2.42
C -4.72 1.08 2.95
C -3.74 2.02 2.75
C -2.72 1.58 1.93
O -1.63 2.28 1.55
N -2.67 0.37 1.37
C -3.63 -0.58 1.60
O -3.56 -1.70 1.15
H -5.64 -1.54 3.69
H -5.73 -1.90 1.95
H -6.73 -0.60 2.64
H -5.58 1.30 3.57
H -3.76 3.00 3.19
S 1.77 1.02 0.51
C 2.50 -0.30 1.41
N 2.50 -0.28 2.72
C 3.41 -1.01 3.51
C 4.25 -1.88 2.95
C 4.17 -2.28 1.54
C 3.19 -1.31 0.70
H 1.95 0.44 3.18
H 3.42 -0.74 4.55
H 5.04 -2.30 3.55
H 5.52 -3.88 1.29
H 3.42 -1.15 -0.35
C 6.88 -2.18 -1.05
C 5.62 -2.80 -0.55
C 4.75 -3.38 -1.38
C 3.48 -4.01 -1.05
C 2.67 -3.75 -0.02
C 2.86 -2.78 1.08
C 5.46 -2.84 0.95
S 1.02 -4.36 -0.20
O 1.09 -5.69 -0.71
O 0.28 -3.33 -0.87
N 0.43 -4.40 1.35
C -0.79 -3.68 1.70
C -0.56 -2.43 2.57
C -0.40 -1.14 1.83
O -0.37 -0.01 2.41
O -0.39 -1.07 0.55
H 6.87 -2.05 -2.13
H 7.74 -2.81 -0.79
H 7.06 -1.21 -0.57
H 5.01 -3.42 -2.44
H 3.10 -4.71 -1.79
H 2.12 -2.86 1.86
H 6.29 -2.31 1.41
H 0.51 -5.33 1.74
H -1.44 -4.36 2.26
H -1.34 -3.40 0.79
H 0.29 -2.55 3.24
H -1.42 -2.26 3.23

## Properties
* LUMO energy: -0.35595 Eh
* charge: +3
* multiplicity: 1
* HOMO-LUMO gap: 0.1879 Eh

Let us look at the Löwdin charges, expressed in e, one per atom: 1.895, 1.109, -0.361, -0.147, -0.106, -0.496, -0.159, 0.001, -0.022, -0.138, -0.100, 0.031, 0.032, -0.100, 0.085, -0.158, -0.106, -0.090, -0.146, -0.490, -0.103, -0.146, -0.357, 1.107, 0.100, 0.089, 0.117, 0.100, 0.110, 0.139, 0.139, 0.122, 0.083, 0.110, 0.119, 0.089, 0.133, 0.042, 0.001, 0.034, 0.071, -0.401, -0.137, 0.047, -0.467, 0.102, 0.116, 0.096, 0.111, 0.163, 0.143, 0.835, -0.556, 0.089, -0.019, 0.046, -0.239, -0.063, 0.157, 0.142, 0.148, 0.160, 0.153, -0.027, -0.254, -0.025, -0.012, -0.212, -0.130, -0.048, 0.652, -0.238, -0.275, -0.123, -0.180, -0.044, -0.572, -0.103, -0.136, 0.090, 0.107, 0.092, 0.129, 0.130, 0.126, 0.130, 0.129, 0.140, 0.110, 0.140, 0.145

x) Entry from the Open Molecules 2025 dataset: C40H34N6O6S4Ta as an isolated structure (the ωB97M-V functional and the def2-TZVPD basis).

CARTESIAN COORDINATES (ANGSTROEM)
Ta -0.41 0.00 -0.03
S 6.83 -0.44 -1.38
C 7.18 -0.09 -3.01
C 6.08 0.31 -3.71
C 4.92 0.32 -2.93
C 5.15 -0.06 -1.62
C 4.22 -0.10 -0.53
C 2.82 -0.11 -0.77
N 1.92 -0.07 0.19
C 2.33 -0.07 1.48
C 3.70 -0.12 1.83
C 4.06 -0.12 3.22
C 3.12 -0.07 4.19
C 1.72 -0.01 3.87
C 0.72 0.04 4.84
C -0.62 0.10 4.46
C -0.89 0.11 3.08
N 0.04 0.06 2.13
C 1.34 -0.01 2.50
C -1.71 0.13 5.39
C -1.67 0.11 6.77
C -2.95 0.15 7.36
C -3.95 0.21 6.44
S -3.37 0.21 4.83
C 4.64 -0.13 0.80
H 8.19 -0.20 -3.37
H 6.12 0.59 -4.75
H 3.96 0.64 -3.30
H 2.44 -0.13 -1.78
H 5.11 -0.17 3.47
H 3.40 -0.07 5.22
H 1.00 0.03 5.88
H -1.91 0.16 2.73
H -0.77 0.06 7.35
H -3.12 0.13 8.42
H -5.01 0.25 6.61
H 5.69 -0.14 1.03
C -0.38 5.49 1.23
N 0.00 4.37 0.39
C 0.44 4.57 -0.87
C 0.69 3.54 -1.74
C 0.44 2.24 -1.28
O 0.42 1.14 -1.92
N 0.11 2.05 0.02
C -0.17 3.08 0.88
O -0.57 2.83 2.00
H 0.43 6.22 1.28
H -0.60 5.11 2.22
H -1.27 5.97 0.83
H 0.55 5.60 -1.17
H 1.03 3.73 -2.75
S -2.58 1.33 -0.33
C -4.08 0.45 -0.37
N -4.56 0.02 -1.56
C -5.81 -0.45 -1.72
C -6.66 -0.53 -0.64
C -6.20 -0.14 0.62
C -4.91 0.34 0.75
H -3.94 0.05 -2.38
H -6.10 -0.74 -2.72
H -7.67 -0.88 -0.77
H -6.85 -0.19 1.48
H -4.54 0.68 1.71
C 4.00 -3.09 -4.51
C 2.55 -2.89 -4.21
C 1.93 -1.66 -4.47
C 0.62 -1.44 -4.09
C -0.08 -2.45 -3.46
C 0.49 -3.69 -3.23
C 1.80 -3.91 -3.62
S -1.61 -2.02 -2.72
O -2.60 -1.34 -3.51
O -1.22 -1.13 -1.58
N -2.22 -3.43 -2.09
C -2.85 -3.62 -0.78
C -1.81 -3.74 0.34
C -1.18 -2.39 0.54
O 0.04 -2.19 0.36
O -1.92 -1.41 0.82
H 4.45 -2.19 -4.91
H 4.13 -3.90 -5.22
H 4.52 -3.38 -3.59
H 2.49 -0.88 -4.96
H 0.14 -0.48 -4.26
H -0.07 -4.47 -2.75
H 2.26 -4.87 -3.45
H -2.68 -3.95 -2.82
H -3.42 -4.55 -0.83
H -3.53 -2.79 -0.55
H -1.04 -4.46 0.08
H -2.31 -4.03 1.26

## Properties
* LUMO energy: -0.34289 Eh
* charge: +3
* multiplicity: 1
* HOMO-LUMO gap: 0.1876 Eh

Let us look at the Löwdin charges, expressed in e, one per atom: 1.972, 1.106, -0.367, -0.163, -0.118, -0.476, -0.170, -0.019, 0.011, -0.136, -0.102, 0.022, 0.022, -0.098, 0.113, -0.161, -0.073, -0.023, -0.128, -0.460, -0.079, -0.142, -0.371, 1.053, 0.073, 0.082, 0.116, 0.105, 0.111, 0.135, 0.133, 0.138, 0.075, 0.120, 0.121, 0.078, 0.116, 0.025, -0.022, 0.016, 0.058, -0.506, -0.093, -0.067, -0.509, 0.082, 0.113, 0.100, 0.114, 0.159, 0.130, 0.806, -0.602, 0.091, -0.007, 0.010, 0.020, -0.037, 0.139, 0.154, 0.134, 0.136, 0.106, -0.016, -0.231, -0.008, -0.047, -0.287, -0.036, 0.007, 0.798, -0.239, -0.497, -0.105, -0.163, -0.033, -0.640, -0.018, -0.120, 0.077, 0.104, 0.100, 0.124, 0.125, 0.112, 0.135, 0.137, 0.146, 0.119, 0.141, 0.151

Name the most stable of them. x).

w) Entry from the Open Molecules 2025 dataset: a 5-piece molecular cluster, CH12N2O4 overall (the ωB97M-V functional and the def2-TZVPD basis).

CARTESIAN COORDINATES (ANGSTROEM)
H 2.13 -0.38 -0.76
N 1.30 0.20 -0.85
C 0.40 -0.28 -1.63
N -0.90 -0.40 -1.27
H 0.69 -0.63 -2.63
H -1.13 0.01 -0.38
H -1.61 -0.62 -1.94
O -0.07 -1.24 1.47
H -0.17 -1.10 2.41
H 0.32 -0.41 1.13
O -2.68 1.83 0.62
H -2.04 1.96 1.32
H -2.61 2.69 0.17
O 0.46 2.35 1.00
H 1.13 1.69 0.74
H 1.00 3.12 1.22
O 1.66 -2.97 -0.12
H 1.09 -3.50 -0.68
H 1.02 -2.31 0.20

## Properties
* LUMO energy: 0.02475 Eh
* multiplicity: 1
* HOMO-LUMO gap: 0.3576 Eh
* SMILES: [H]/N=C/N.O.O.O.O

Let us look at the Löwdin charges, expressed in e, one per atom: 0.053, 0.023, -0.366, 0.134, 0.121, 0.069, 0.100, -0.059, 0.052, 0.001, -0.068, 0.014, 0.042, -0.084, -0.005, 0.035, -0.071, 0.029, -0.021

x) Entry from the Open Molecules 2025 dataset: a 5-piece molecular cluster, CH12N2O4 overall (the ωB97M-V functional and the def2-TZVPD basis).

CARTESIAN COORDINATES (ANGSTROEM)
N -0.83 -0.15 -1.21
C 0.20 -1.11 -1.19
N 1.01 -0.74 -0.05
H -1.36 0.10 -2.03
H -0.09 -2.17 -1.10
H 0.77 -1.13 -2.12
H 1.64 0.03 -0.17
H -1.46 -2.34 2.27
H -1.40 -0.15 -0.34
O -0.74 -1.74 2.02
H 1.72 2.25 1.07
H 0.84 1.62 -0.25
O 0.98 1.69 0.83
H 0.45 -0.91 0.77
H 0.87 2.05 -2.02
O 0.65 1.24 -1.52
H -1.25 -0.23 2.01
H -0.57 1.08 1.49
O -1.42 0.62 1.53

## Properties
* LUMO energy: -0.15971 Eh
* multiplicity: 1
* HOMO-LUMO gap: 0.1479 Eh

Let us look at the Löwdin charges, expressed in e, one per atom: 0.217, -0.276, 0.170, 0.144, 0.138, 0.134, 0.078, -0.038, 0.116, -0.312, 0.040, -0.023, -0.168, 0.034, 0.069, -0.143, -0.036, -0.019, -0.126

Name the most stable of them. w).

w) Entry from the Open Molecules 2025 dataset: C3H3Br2N as an isolated structure (the ωB97M-V functional and the def2-TZVPD basis).

CARTESIAN COORDINATES (ANGSTROEM)
C -0.93 0.94 -3.10
C 0.99 -0.26 0.80
C -0.44 -0.16 0.45
N -0.60 0.61 -2.08
Br -1.49 1.33 0.86
Br -1.54 -1.67 0.21
H 1.22 0.37 1.62
H 1.68 0.04 -0.06
H 1.10 -1.22 1.29

## Properties
* LUMO energy (alpha / beta): -0.10878 / -0.10879 Eh
* multiplicity: 1
* HOMO-LUMO gap (alpha / beta): 0.2034 / 0.2034 Eh

Let us look at the Löwdin charges, expressed in e, one per atom: -0.380, -0.174, -1.113, -0.197, 0.790, 0.782, 0.064, 0.146, 0.081

x) Entry from the Open Molecules 2025 dataset: C3H3Br2N as an isolated structure (the ωB97M-V functional and the def2-TZVPD basis).

CARTESIAN COORDINATES (ANGSTROEM)
C 0.41 0.27 -1.19
C -0.37 0.68 0.01
C 0.18 -0.68 0.53
N 0.79 -0.89 -0.81
Br -2.33 0.77 0.18
Br 1.54 -0.64 1.91
H 0.62 0.78 -2.08
H 0.15 1.41 0.53
H -0.98 -1.70 0.92

## Properties
* LUMO energy: 0.00379 Eh
* multiplicity: 1
* HOMO-LUMO gap: 0.3811 Eh

Let us look at the Löwdin charges, expressed in e, one per atom: -0.174, -0.708, -0.821, 0.052, 0.643, 0.642, 0.105, 0.041, 0.219

Name the most stable of them. x).

w) Entry from the Open Molecules 2025 dataset: a 2-piece molecular cluster, C4H9ClN overall (the ωB97M-V functional and the def2-TZVPD basis).

CARTESIAN COORDINATES (ANGSTROEM)
C -2.83 -0.66 -0.07
C -0.27 -0.44 -0.40
C 0.06 0.92 0.25
C -1.60 -1.16 -0.08
N 1.18 1.22 0.79
Cl 4.10 -0.40 -0.27
H -3.10 0.35 -0.21
H -3.70 -1.31 0.17
H -0.20 -0.17 -1.54
H 0.37 -1.22 -0.13
H -0.72 1.64 0.17
H -1.28 -2.12 0.23
H 1.22 2.16 1.25
H 4.72 0.49 -0.98
H 2.07 0.71 0.82

## Properties
* LUMO energy: -0.17749 Eh
* charge: +1
* multiplicity: 1
* HOMO-LUMO gap: 0.3357 Eh

Let us look at the Löwdin charges, expressed in e, one per atom: 0.047, -0.125, 0.003, -0.147, 0.221, 0.323, 0.049, 0.087, 0.183, 0.082, 0.141, 0.088, 0.175, -0.196, 0.070

x) Entry from the Open Molecules 2025 dataset: an isolated ion of composition C4H9ClN and charge +1 (the ωB97M-V functional and the def2-TZVPD basis).

CARTESIAN COORDINATES (ANGSTROEM)
C 0.94 -1.44 0.03
N 0.73 0.03 0.09
C 0.02 0.63 -1.09
C -1.34 0.96 -0.02
Cl -2.65 -0.20 -0.33
C -0.35 0.53 1.01
H 1.06 -1.97 1.08
H 0.20 -2.09 -0.44
H 2.03 -1.68 -0.41
H 1.61 0.46 0.15
H -0.28 -0.06 -1.86
H 0.54 1.56 -1.47
H -1.79 2.00 -0.16
H -0.08 1.33 1.63
H -0.65 -0.05 1.80

## Properties
* LUMO energy: -0.12590 Eh
* charge: +1
* multiplicity: 1
* HOMO-LUMO gap: 0.4173 Eh
* SMILES: C[N@H+]1C[C@@H](Cl)C1

Let us look at the Löwdin charges, expressed in e, one per atom: -0.008, -0.101, -0.023, -0.546, 0.640, -0.152, 0.143, 0.098, 0.154, 0.157, 0.110, 0.152, 0.130, 0.130, 0.113

Name the most stable of them. w).